92
Properties=species:S:1:pos:R:3:mulliken_charge:R:1 method="wB97M-V/def2-TZVPD" e_tot_ev=-69524.6430 smiles="CCO[C@]1(CCCCS(=O)(=O)O)OC(=O)O[C@@H]1CCCC(F)(F)C(F)(F)F.CCN(CC)CC.CCN(CC)CC" e_lumo_ev=0.21 total_charge=0
C 3.6831 -0.6573 -0.4261 -1.61
C 4.2329 0.2066 -1.5557 0.14
O 3.7984 -0.3453 -2.8040 -0.60
C 3.7681 0.5156 -3.8913 1.97
C 2.5026 1.4236 -3.9398 -1.48
C 1.6537 1.5299 -2.6669 -0.03
C 0.2720 2.1343 -2.9792 -0.97
C -0.3220 2.8846 -1.7774 -0.69
S 0.1932 4.5665 -1.6540 1.24
O 1.6275 4.6190 -1.5168 -0.60
O -0.6468 5.2607 -0.7276 -0.63
O -0.1578 5.0681 -3.1268 -0.49
O 3.7382 -0.3279 -5.0628 -0.56
C 4.2434 0.3840 -6.0901 0.42
O 4.1332 0.1086 -7.2468 -0.57
O 4.8928 1.4798 -5.6278 -0.46
C 5.0578 1.3110 -4.2055 -0.45
C 6.3652 0.5698 -3.9562 -0.91
C 7.6537 1.4330 -3.8928 -0.98
C 7.4608 2.8996 -3.5038 -0.60
C 8.7306 3.7066 -3.6928 0.86
F 9.6951 3.3521 -2.7963 -0.33
F 9.2600 3.5065 -4.9374 -0.31
C 8.5058 5.2357 -3.5560 0.64
F 7.6408 5.4941 -2.5704 -0.27
F 8.0058 5.7356 -4.6811 -0.25
F 9.6366 5.8746 -3.2848 -0.25
H 4.3665 -1.4833 -0.2178 0.40
H 3.6042 -0.0614 0.4861 0.36
H 2.7076 -1.0622 -0.6948 0.35
H 5.3264 0.2014 -1.5100 0.34
H 3.9130 1.2439 -1.4500 0.20
H 1.8592 1.0350 -4.7369 0.28
H 2.7818 2.4397 -4.2393 0.30
H 2.1397 2.2063 -1.9601 0.30
H 1.5468 0.5511 -2.1964 0.33
H -0.4265 1.3580 -3.2968 0.43
H 0.3766 2.8207 -3.8208 0.54
H -1.4144 2.9015 -1.8326 0.45
H -0.0420 2.3922 -0.8443 0.15
H 0.5867 5.6215 -3.4167 0.36
H 4.9778 2.2841 -3.7241 0.71
H 6.2974 -0.0511 -3.0651 0.54
H 6.4821 -0.1289 -4.7897 0.26
H 8.1939 1.3602 -4.8372 0.49
H 8.3065 0.9818 -3.1390 0.23
H 6.6843 3.3971 -4.0885 0.43
H 7.1872 2.9704 -2.4474 0.31
C -1.5866 -0.0858 0.6953 -1.38
C -1.5973 0.8882 1.8644 -0.40
N -2.9171 1.4194 2.1421 0.16
C -2.9059 2.5763 3.0209 -0.66
C -2.4098 2.3862 4.4590 -0.99
C -3.9495 0.4288 2.3952 -0.94
C -3.7193 -0.5733 3.5334 -0.32
H -2.0547 0.3657 -0.1816 0.29
H -0.5575 -0.3474 0.4404 0.30
H -2.1094 -1.0156 0.9206 0.38
H -0.9563 1.7399 1.6171 0.55
H -1.1334 0.4009 2.7372 0.22
H -3.9177 2.9890 3.0428 0.39
H -2.2853 3.3388 2.5400 0.35
H -3.1251 1.8391 5.0719 0.23
H -2.2640 3.3620 4.9260 0.41
H -1.4549 1.8605 4.4951 0.27
H -4.1091 -0.1356 1.4727 0.33
H -4.8857 0.9647 2.5670 0.39
H -2.7208 -1.0121 3.4961 0.27
H -4.4374 -1.3914 3.4481 -0.13
H -3.8555 -0.1240 4.5160 0.28
C -4.7455 -4.3494 2.5805 -1.50
C -5.6071 -4.3558 3.8342 -0.30
N -6.9263 -4.9175 3.6133 0.08
C -7.8601 -4.6492 4.6922 -0.73
C -7.5644 -5.2494 6.0719 -0.98
C -6.9518 -6.2613 3.0615 -0.70
C -6.2173 -7.3679 3.8294 -0.96
H -5.2685 -3.8646 1.7547 0.31
H -3.8220 -3.8002 2.7705 0.42
H -4.4669 -5.3562 2.2676 0.44
H -5.7498 -3.3234 4.1659 0.48
H -5.0538 -4.8624 4.6415 0.17
H -8.8514 -4.9747 4.3659 0.39
H -7.9242 -3.5615 4.7976 0.40
H -7.7359 -6.3248 6.0973 0.23
H -8.2253 -4.7994 6.8153 0.39
H -6.5383 -5.0583 6.3877 0.27
H -6.5398 -6.2175 2.0502 0.36
H -7.9994 -6.5431 2.9323 0.36
H -5.2141 -7.0589 4.1263 0.26
H -6.1116 -8.2476 3.1916 0.37
H -6.7537 -7.6786 4.7247 0.25